Entry 1:
This record from OMol25 describes a structure of composition C15H23N6O2RuS3. The level of theory is the ωB97M-V functional and the def2-TZVPD basis.

Atoms and positions in Å:
1 H -3.10146 -0.82271 1.44945
2 H -0.79128 2.82531 -4.26979
3 H 3.01393 1.19650 2.33770
4 O -3.12275 2.09730 -1.29603
5 H 2.80980 3.17856 0.84886
6 H 1.26847 -3.76504 0.08165
7 H -4.71496 0.30277 0.00220
8 H 4.19438 1.04768 1.04873
9 H 2.73026 2.15223 -0.57308
10 S 0.66699 2.19303 0.52334
11 N 0.64080 -1.97969 -0.95481
12 C -3.19659 -1.14290 0.41399
13 C 1.09698 -0.61479 3.24245
14 C 1.13057 -3.20288 -0.82756
15 C -2.88113 1.18274 -0.55797
16 H 0.01710 3.46906 2.43428
17 C -0.71927 1.50889 2.89434
18 C 2.47611 2.20520 0.48688
19 S -0.50370 -0.24368 2.44727
20 H 1.84292 -4.56304 -2.28754
21 N 1.16883 -2.76840 -2.98734
22 Ru -0.28525 -0.01674 0.09103
23 O -1.84964 1.20898 0.30609
24 C 0.69147 -1.75931 -2.30393
25 N -1.84181 -1.52515 -0.07718
26 S 2.40379 -0.50889 0.74844
27 H -0.73195 1.58003 3.98178
28 H -3.83899 -2.02386 0.39429
29 C -0.48937 1.86403 -3.87498
30 H 0.87759 -1.23422 4.11171
31 C 0.30635 -0.23099 -4.23994
32 H 0.65552 -0.98771 -4.93130
33 H -1.92657 -1.85024 -1.03866
34 C -3.77818 -0.03832 -0.44463
35 H -1.52234 -2.33338 0.45026
36 C 0.25351 -0.49043 -2.87765
37 N 1.44707 -3.66778 -2.03586
38 C 3.12610 1.07332 1.26254
39 H 1.70098 -2.32104 2.06261
40 H 3.02235 -1.48593 2.85157
41 H -4.03663 -0.38226 -1.44815
42 C 2.07623 -1.33264 2.33128
43 H -0.91760 2.36639 -1.82121
44 N -0.06663 0.94244 -4.72360
45 H -1.70877 1.75734 2.52072
46 C -0.54883 1.61791 -2.50544
47 C 0.34057 2.43591 2.31364
48 H 1.28987 2.32990 2.83552
49 H 1.51258 0.32087 3.61169
50 N -0.18745 0.43558 -2.00765

Force components x, y, z for each atom (eV/Å):
0.047 0.011 -0.006
-0.008 -0.010 -0.019
-0.011 -0.006 0.003
-0.007 -0.106 0.068
-0.001 0.006 -0.002
-0.002 0.001 0.001
-0.012 0.007 -0.050
0.000 -0.014 0.005
-0.021 0.000 -0.009
-0.094 -0.066 0.007
0.029 0.034 -0.087
-0.047 0.054 -0.100
0.034 0.002 -0.069
0.029 -0.056 -0.017
-0.296 0.059 0.024
-0.011 0.008 -0.018
0.057 0.011 -0.124
-0.027 -0.046 0.021
-0.008 0.079 -0.006
-0.008 -0.006 0.005
0.059 0.054 -0.040
0.088 0.184 0.187
0.338 -0.181 -0.038
-0.069 0.023 0.053
0.040 0.036 0.034
-0.145 0.063 0.024
0.020 -0.020 0.012
-0.020 0.014 0.006
0.101 -0.185 0.220
0.012 -0.011 0.002
-0.024 0.023 0.250
0.010 0.006 0.000
0.008 0.037 -0.014
0.095 0.026 0.035
-0.009 0.009 -0.022
0.062 -0.136 -0.055
-0.042 -0.030 0.065
0.012 -0.028 0.000
0.004 0.000 -0.022
0.011 0.008 -0.009
0.037 -0.007 -0.013
-0.047 0.036 -0.001
-0.005 -0.009 0.031
-0.039 0.151 -0.400
0.000 0.009 0.008
-0.052 0.187 -0.061
-0.023 -0.088 0.006
-0.001 0.010 -0.012
-0.010 0.001 -0.006
-0.054 -0.142 0.131

As for the multiplicity: 2. The HOMO energy (spin up / spin down) is -14.944 / -15.375 eV. The HOMO-LUMO gap (spin up / spin down) is 8.481 / 7.972 eV. The molar mass comes out at 516.7 g/mol. The energy above the lowest of the compared OMol25 structures with the same formula, charge and spin is 0.451 eV. The charge is +2. Its total energy is -64038.792 eV.

=====

Entry 2:
This record from OMol25 describes a structure of composition C5H6O2. The level of theory is the ωB97M-V functional and the def2-TZVPD basis.

Atoms and positions in Å:
1 H -0.51828 0.27820 -0.78343
2 H 2.38996 0.99359 -1.18559
3 H 2.26839 -0.81805 -1.27237
4 C 1.07606 0.10378 0.23799
5 C -0.15201 0.19495 0.53371
6 H -0.73394 0.26269 2.56982
7 H -1.89202 1.00146 1.45637
8 O 0.16463 0.22369 -3.19729
9 C -1.20495 0.16059 1.58256
10 C 1.79568 0.11013 -0.94413
11 H -1.40738 -1.76182 1.54700
12 O -2.00230 -1.00315 1.49897
13 C 0.21615 0.25393 -2.04362

Force components x, y, z for each atom (eV/Å):
-0.011 -0.001 0.018
-0.124 -0.105 0.019
-0.108 0.128 0.046
-0.481 0.050 -0.074
0.438 -0.067 -0.082
-0.068 -0.044 -0.129
0.108 -0.084 0.000
0.059 0.030 0.990
0.118 0.330 0.089
0.219 -0.018 0.191
-0.141 0.042 -0.016
0.084 -0.239 0.038
-0.092 -0.022 -1.089

As for the multiplicity: 1. The HOMO energy is -9.559 eV. The HOMO-LUMO gap is 10.073 eV. The molar mass comes out at 98.1 g/mol. The energy above the lowest of the compared OMol25 structures with the same formula, charge and spin is 4.398 eV. The charge is 0. Its total energy is -9372.698 eV.

=====

Entry 3:
This record from OMol25 describes a cluster of 2 separate species, C3H7FN2O in total. The level of theory is the ωB97M-V functional and the def2-TZVPD basis.

Atoms and positions in Å:
1 H -2.43344 1.97978 0.43224
2 H 1.30537 -1.21375 -1.47758
3 C 1.24561 -1.04815 0.56260
4 H 1.30970 -2.19394 0.65919
5 O -1.83998 -2.18680 -0.24753
6 N 1.83496 -0.60427 -0.73652
7 H -1.34388 1.82817 -0.93236
8 H 2.05805 -0.74335 1.28252
9 C -2.34240 1.48940 -0.59399
10 H -3.11738 1.70695 -1.34545
11 H 0.26024 -0.64224 0.57271
12 N -2.34450 0.10073 -0.43492
13 C -2.01661 -1.03327 -0.41028
14 F 3.09289 -1.09105 -0.92487

Force components x, y, z for each atom (eV/Å):
-0.571 -0.457 -1.493
0.956 1.683 1.480
4.128 -2.164 -0.332
-0.753 1.482 -0.248
0.362 -0.020 -0.435
-4.101 -0.915 -1.974
-0.548 -0.110 -0.233
-1.622 0.402 -0.051
0.845 1.152 0.679
0.279 0.639 0.644
-0.412 0.331 0.639
0.266 -1.272 0.089
-0.691 0.060 0.692
1.861 -0.811 0.544

As for the multiplicity: 1. The HOMO energy is -9.724 eV. The HOMO-LUMO gap is 10.324 eV. The molar mass comes out at 106.1 g/mol. The energy above the lowest of the compared OMol25 structures with the same formula, charge and spin is 2.598 eV. The SMILES is CN=C=O.CNF. The charge is 0. Its total energy is -10966.568 eV.

=====

Entry 4:
This record from OMol25 describes the molecule C6H14O. The level of theory is the ωB97M-V functional and the def2-TZVPD basis.

Atoms and positions in Å:
1 C 0.44930 -1.86034 0.48817
2 C 0.89275 -0.01610 -1.13474
3 H 0.26962 -0.50373 -1.89064
4 C 1.03286 1.45759 -1.46386
5 H 1.83614 1.61413 -2.19544
6 C -1.47917 -0.00750 1.96678
7 O -0.16368 2.08907 -1.88428
8 H 0.27038 -2.10322 1.53637
9 H -0.50545 1.60999 -2.64829
10 C 0.43947 -0.34971 0.28464
11 H 1.43989 -2.26365 0.26648
12 H 1.86947 -0.46822 -1.33549
13 H 1.35320 1.97328 -0.54896
14 H -0.96906 1.28723 0.29796
15 H -2.05366 0.84982 2.33818
16 C -0.97136 0.22312 0.54385
17 H -0.69399 -0.25753 2.68655
18 H -1.64723 -0.23484 -0.17879
19 H -0.29056 -2.37767 -0.12171
20 H -2.21024 -0.81325 2.02509
21 H 1.13134 0.15151 0.96811

Force components x, y, z for each atom (eV/Å):
0.599 0.110 0.588
0.520 -0.250 -0.435
-0.386 0.021 0.077
0.302 0.181 0.370
-0.156 -0.044 -0.071
-0.658 0.051 0.270
-0.146 0.038 -0.116
-0.196 -0.078 -0.012
0.056 0.067 0.095
-0.871 0.092 -0.587
-0.039 -0.076 -0.158
0.136 -0.052 0.311
-0.124 0.108 -0.185
0.025 -0.056 0.117
0.386 0.040 -0.008
0.472 0.064 0.022
0.026 0.245 -0.117
-0.128 -0.065 -0.071
-0.053 0.100 -0.095
0.143 -0.306 -0.138
0.090 -0.191 0.143

As for the multiplicity: 1. The HOMO energy is -10.079 eV. The HOMO-LUMO gap is 11.125 eV. The molar mass comes out at 102.2 g/mol. The energy above the lowest of the compared OMol25 structures with the same formula, charge and spin is 0.520 eV. The SMILES is CC[C@@H](C)CCO. The charge is 0. Its total energy is -8496.373 eV.

=====

Entry 5:
This record from OMol25 describes the molecule C15H22N2O4. The level of theory is the ωB97M-V functional and the def2-TZVPD basis.

Atoms and positions in Å:
1 H -5.44083 1.66601 1.40437
2 H 5.22534 1.17237 -0.10978
3 C 3.07172 0.86382 -0.00638
4 H 4.80986 -0.55080 -1.80751
5 O -1.50521 1.70003 -1.33562
6 O -6.96408 0.28537 0.06899
7 H -1.25256 -0.88707 -1.84329
8 O 0.58305 1.44084 -1.84443
9 H 1.87649 2.60416 0.48749
10 H 3.09835 2.36097 1.66323
11 C -1.39971 -0.61973 0.37838
12 H -0.91628 0.15125 1.04381
13 C 1.97271 0.00373 0.65344
14 C -0.64100 -0.48627 -0.97411
15 H 4.28069 -1.71567 -0.57800
16 C -5.65653 0.01886 0.08900
17 H -1.10414 -1.63145 0.79856
18 H 0.53861 -2.19046 -1.39960
19 C 4.52651 0.37027 0.11703
20 C -4.89425 0.89007 0.87143
21 C 1.65096 -1.24506 -0.14452
22 C 2.92643 2.28726 0.56907
23 H -7.44475 -0.47606 -0.36305
24 O 2.32425 -2.26388 -0.08866
25 H -2.26239 1.24528 -0.95195
26 H -3.26179 -2.12247 -1.00518
27 N 2.28401 -0.41519 2.02798
28 H -5.72429 -1.79764 -1.10664
29 H 4.75908 0.03787 1.15810
30 H 2.81892 0.90897 -1.09824
31 H 1.05509 0.61520 0.70144
32 H -2.91312 1.23474 1.67525
33 C -0.44797 0.95198 -1.42153
34 N 0.53007 -1.28476 -0.95390
35 C -3.52131 0.63162 1.01064
36 C -2.88970 -0.42519 0.26661
37 H 5.91724 -1.06881 -0.69465
38 H 1.39184 -0.85449 2.39742
39 H 2.92189 -1.20309 2.00482
40 C -3.69702 -1.31909 -0.44812
41 H 3.58022 3.04059 0.08689
42 C -5.07208 -1.12173 -0.51997
43 C 4.86567 -0.80240 -0.77881

Force components x, y, z for each atom (eV/Å):
0.397 -0.039 -0.075
-0.160 0.315 0.037
0.172 0.812 -0.406
-0.607 0.325 -1.178
-1.516 1.260 -0.014
-1.828 -1.374 -1.058
0.337 0.165 1.119
-0.900 -1.013 0.397
0.275 0.138 -0.405
0.298 -0.449 -0.529
0.876 -0.084 0.417
-0.804 -0.761 -0.302
-0.047 -0.486 0.150
-0.940 -0.740 -0.923
0.297 0.639 -0.143
1.422 -0.806 0.404
-0.580 1.105 -0.490
-0.466 0.077 -0.209
-0.206 -0.970 0.896
0.784 -0.755 -0.039
-0.522 -0.380 -0.551
-0.282 0.447 0.522
0.648 1.305 0.629
-0.123 0.283 0.198
-0.367 -0.199 0.149
0.246 -0.460 -0.091
-1.654 -0.372 0.618
0.520 0.372 0.419
-0.319 0.548 -0.472
0.176 0.037 0.864
0.508 -0.087 -0.036
-0.018 0.077 -0.122
2.790 0.348 -0.417
1.710 -0.308 -0.075
-0.260 -0.743 -1.137
-0.759 0.699 1.458
0.229 -0.065 0.438
1.402 0.771 -0.306
0.212 0.029 -0.202
-0.399 1.088 0.151
-0.366 -0.518 0.083
-0.672 0.704 -0.162
0.498 -0.935 0.392

As for the multiplicity: 1. The HOMO energy is -9.144 eV. The HOMO-LUMO gap is 9.442 eV. The molar mass comes out at 294.4 g/mol. The energy above the lowest of the compared OMol25 structures with the same formula, charge and spin is 1.688 eV. The SMILES is CC[C@H](C)[C@H](N)C(=O)N[C@@H](Cc1ccc(O)cc1)C(=O)O. The charge is 0. Its total energy is -27082.391 eV.

=====

Entry 6:
This record from OMol25 describes a structure of composition C4H7N3. The level of theory is the ωB97M-V functional and the def2-TZVPD basis.

Atoms and positions in Å:
1 C 0.07566 -0.01330 -0.23717
2 C -0.36787 -1.02382 -0.89761
3 H 1.68907 1.88750 0.89274
4 H -1.75314 -2.68331 -0.46056
5 H 1.97752 0.76008 -0.80228
6 H 0.11507 2.54140 0.90371
7 C 0.86586 1.19729 -0.57771
8 N -0.22441 -0.27080 1.17923
9 N -1.07838 -1.92845 -0.04331
10 H -1.10655 -1.67715 2.06714
11 C -0.92519 -1.38390 1.19560
12 N 1.09975 2.19311 0.37090
13 H -0.63729 -1.37661 -1.91449
14 H 0.26991 1.77796 -1.67621

Force components x, y, z for each atom (eV/Å):
0.511 1.855 4.687
-3.888 -4.836 -3.240
8.611 -4.005 8.859
1.969 2.065 1.647
-2.551 1.243 -0.284
3.871 -1.521 -1.689
0.754 -0.038 -4.887
0.083 0.040 -2.275
-0.502 -0.557 -0.794
-2.418 -3.455 6.778
2.523 3.663 -6.451
-12.301 6.303 -5.627
1.202 1.236 0.237
2.136 -1.992 3.040

As for the multiplicity: 1. The HOMO energy is -8.952 eV. The HOMO-LUMO gap is 9.757 eV. The molar mass comes out at 97.1 g/mol. The energy above the lowest of the compared OMol25 structures with the same formula, charge and spin is 3.901 eV. The charge is 0. Its total energy is -8727.779 eV.

=====

> Look up the multiplicity of the third one.

1

=====

> Which of these has the highest molar mass?

C15H23N6O2RuS3